(one)
Density functional theory data (ωB97M-V with the def2-TZVPD basis set) for C2H2O2S2 in the gas phase.

Geometry (Å):
O  -1.44  -1.10  -0.73
C  -0.72  -0.13  -0.37
S  -0.63  1.53  -1.20
C  0.44  -0.47  0.66
O  1.16  0.62  1.00
S  0.84  -1.95  1.21
H  -1.80  1.17  -1.99
H  2.14  0.33  1.42

## Properties
SMILES: O=C(S)C(O)=S
Kohn-Sham gap (eV): 8.324
Molecular weight (g/mol): 122.2
Charge: 0

(two)
Density functional theory data (ωB97M-V with the def2-TZVPD basis set) for C2H2O2S2 in the gas phase.

Geometry (Å):
O  -2.59  0.59  -0.29
S  -1.60  -0.46  -0.37
O  -1.92  -1.76  0.21
C  0.16  0.35  0.59
C  1.52  0.12  0.02
S  0.78  1.75  -0.05
H  2.41  -0.13  0.72
H  1.23  -0.47  -0.84

## Properties
SMILES: O=S(=O)=C1CS1
Kohn-Sham gap (alpha / beta) (eV): 7.691 / 7.692
Molecular weight (g/mol): 122.2
Charge: 0

Quick ranking, most stable first: (one), (two).

(one)
Density functional theory data (ωB97M-V with the def2-TZVPD basis set) for C2H4OSSi in the gas phase.

Geometry (Å):
C  0.10  0.27  0.85
C  0.60  -0.98  1.01
O  -0.34  -0.62  -1.67
Si  -0.51  0.79  -0.93
S  0.40  -2.24  -0.13
H  0.06  1.14  1.49
H  1.08  -1.38  1.85
H  -1.82  1.48  -0.81
H  0.41  1.53  -1.66

## Properties
Kohn-Sham gap (alpha / beta) (eV): 6.538 / 6.546
Molecular weight (g/mol): 104.2
Charge: 0

(two)
Density functional theory data (ωB97M-V with the def2-TZVPD basis set) for C2H4OSSi in the gas phase.

Geometry (Å):
C  -1.14  0.59  -0.68
C  1.09  1.39  -0.13
O  0.97  -1.19  0.12
Si  -0.81  -1.00  0.12
S  1.93  0.08  0.27
H  -1.76  1.36  -0.37
H  1.75  2.24  -0.09
H  -0.89  -1.16  1.49
H  -1.13  -2.30  -0.73

## Properties
Kohn-Sham gap (alpha / beta) (eV): 7.439 / 7.438
Molecular weight (g/mol): 104.2
Charge: 0

Quick ranking, most stable first: (one), (two).

(one)
Density functional theory data (ωB97M-V with the def2-TZVPD basis set) for 4 unconnected molecules or ions with the total composition C3H12O5.

Geometry (Å):
C  2.26  -1.25  0.92
C  1.15  -1.54  1.80
C  -0.13  -1.30  1.06
O  -0.65  -2.05  0.22
O  -0.35  0.05  1.02
H  3.22  -0.84  1.25
H  2.22  -0.19  0.39
H  2.45  -1.98  0.04
H  1.13  -2.68  1.75
H  1.25  -0.93  2.84
H  -1.23  0.26  0.67
O  1.20  2.11  -0.04
H  1.83  1.38  -0.12
H  1.49  2.70  0.61
O  -0.46  1.48  -3.14
H  -0.69  0.66  -2.91
H  0.45  1.50  -3.28
O  -2.95  1.24  -0.73
H  -3.38  0.40  -1.03
H  -2.71  1.48  -1.55

## Properties
SMILES: CCC(=O)O.O.O.O
Kohn-Sham gap (eV): 10.878
Molecular weight (g/mol): 128.1
Charge: 0

(two)
Density functional theory data (ωB97M-V with the def2-TZVPD basis set) for a molecular structure, C3H12O5.

Geometry (Å):
H  -0.74  -0.25  1.26
O  -1.95  -0.63  1.14
O  0.50  -0.29  1.37
H  -2.52  0.20  0.93
H  -1.83  -1.28  0.38
C  0.87  0.28  0.22
O  -0.08  0.26  -0.63
C  2.31  0.70  -0.19
H  2.45  0.51  -1.22
H  2.28  1.86  -0.20
C  3.51  0.33  0.82
H  3.24  -0.31  1.54
H  4.35  -0.23  0.42
H  4.01  1.21  1.15
O  -2.16  1.75  -1.43
H  -1.58  1.12  -1.00
H  -2.90  1.27  -1.73
O  -1.77  -2.08  -0.93
H  -0.89  -1.98  -1.14
H  -2.38  -2.09  -1.66

## Properties
Kohn-Sham gap (eV): 9.987
Molecular weight (g/mol): 128.1
Charge: 0

Quick ranking, most stable first: (two), (one).

(one)
Density functional theory data (ωB97M-V with the def2-TZVPD basis set) for C5H9NS in the gas phase.

Geometry (Å):
C  -2.11  0.41  0.47
C  -1.38  1.08  -0.67
C  0.01  -1.22  0.22
C  1.06  -0.45  1.14
C  -1.03  -0.23  -0.16
N  3.09  -0.27  -0.73
S  2.04  0.70  0.47
H  -2.14  0.92  1.43
H  -3.15  -0.01  0.35
H  -1.88  1.27  -1.67
H  -0.77  1.97  -0.39
H  0.57  -1.54  -0.72
H  -0.47  -1.90  0.82
H  0.56  -0.17  2.01
H  3.23  0.38  -1.48
H  2.37  -0.94  -1.07

## Properties
Expectation value of S²: 2.02
Kohn-Sham gap (alpha / beta) (eV): 7.533 / 8.530
Molecular weight (g/mol): 115.2
Multiplicity: 3
Charge: 0

(two)
Density functional theory data (ωB97M-V with the def2-TZVPD basis set) for C5H9NS in the gas phase.

Geometry (Å):
C  1.36  -0.07  0.00
C  -0.75  0.17  -0.02
C  2.76  -0.38  0.00
C  -1.54  -0.02  -1.29
C  -1.51  0.26  1.26
N  0.33  -0.74  0.13
S  0.31  1.66  -0.31
H  3.44  0.21  -0.53
H  2.83  -1.40  -0.28
H  2.98  -0.32  1.15
H  -2.35  -0.75  -1.16
H  -0.86  -0.27  -1.97
H  -1.94  0.87  -1.70
H  -1.05  0.82  2.10
H  -1.56  -0.79  1.67
H  -2.45  0.74  0.96

## Properties
Expectation value of S²: 2.01
Kohn-Sham gap (alpha / beta) (eV): 6.215 / 6.731
Molecular weight (g/mol): 115.2
Multiplicity: 3
Charge: 0

Quick ranking, most stable first: (two), (one).

(one)
Density functional theory data (ωB97M-V with the def2-TZVPD basis set) for 2 unconnected molecules or ions with the total composition H2N2O3S.

Geometry (Å):
N  -1.65  -0.07  -0.11
N  2.44  -0.73  -0.22
O  2.31  -1.45  0.74
O  1.53  0.05  -0.63
O  -0.83  2.15  0.90
S  -0.66  1.30  -0.27
H  -1.79  -0.56  -0.99
H  -1.33  -0.71  0.58

## Properties
Kohn-Sham gap (alpha / beta) (eV): 9.605 / 5.732
Molecular weight (g/mol): 110.1
Charge: 0

(two)
Density functional theory data (ωB97M-V with the def2-TZVPD basis set) for 2 unconnected molecules or ions with the total composition H2N2O3S.

Geometry (Å):
O  1.38  1.16  2.09
N  0.68  0.65  1.28
O  -0.50  0.48  1.40
O  1.17  0.33  0.07
H  0.41  -0.14  -0.62
N  -0.62  -0.87  -1.23
S  -1.42  -0.24  -2.42
H  -1.11  -1.38  -0.57

## Properties
SMILES: O=[N+]([O-])O.N=S
Kohn-Sham gap (alpha / beta) (eV): 7.256 / 7.242
Molecular weight (g/mol): 110.1
Charge: 0

Quick ranking, most stable first: (one), (two).

(one)
Density functional theory data (ωB97M-V with the def2-TZVPD basis set) for H2N2O3S in the gas phase.

Geometry (Å):
N  0.26  -0.23  -0.60
O  0.77  1.06  -0.31
N  0.02  1.92  -1.12
S  -0.90  2.87  -0.35
O  -1.54  3.93  -1.10
O  -1.06  2.98  1.06
H  0.67  -0.42  -1.55
H  0.71  -0.87  0.03

## Properties
SMILES: NON=S(=O)=O
Kohn-Sham gap (eV): 9.832
Molecular weight (g/mol): 110.1
Charge: 0

(two)
Density functional theory data (ωB97M-V with the def2-TZVPD basis set) for 2 unconnected molecules or ions with the total composition H2N2O3S.

Geometry (Å):
N  1.40  -0.02  0.08
N  -2.64  -0.32  -0.52
O  -1.77  0.01  0.55
O  -3.78  -0.15  -0.28
O  3.81  0.52  -0.31
S  2.82  -0.50  -0.06
H  1.11  0.95  0.06
H  -0.96  -0.48  0.48

## Properties
Kohn-Sham gap (eV): 9.545
Molecular weight (g/mol): 110.1
Charge: 0

Quick ranking, most stable first: (two), (one).